Record 1
The following is a quantum chemistry calculation of a structure of composition C2H2GdO3 in a non-equilibrium geometry, from the OMol25 dataset.

Energy (eV): -29069.784
Spin multiplicity: 8
Total charge: +1
LUMO level (spin up / spin down) (eV): -5.07 / -6.07
Gap between HOMO and LUMO (spin up / spin down) (eV): 7.27 / 7.80

Geometry (Å):
C1 0.048 -1.354 0.585
Gd1 0.704 -1.635 2.910
H1 0.792 -1.663 -0.169
O1 1.200 0.604 -1.118
C2 0.053 0.686 -0.722
O2 -0.557 -0.107 0.106
O3 -0.704 1.753 -1.041
H2 -1.535 1.716 -0.551

Record 2
The following is a quantum chemistry calculation of a structure of composition C20H19N5Tl in a non-equilibrium geometry, from the OMol25 dataset.

Energy (eV): -33179.046
Spin multiplicity: 1
Total charge: +1
LUMO level (spin up / spin down) (eV): -4.13 / -4.63
Gap between HOMO and LUMO (spin up / spin down) (eV): 6.18 / 5.56

Geometry (Å):
Tl1 2.125 -0.794 -0.015
C1 -4.295 -2.829 -1.873
C2 -3.075 -2.062 -1.472
C3 -3.187 -0.826 -0.846
C4 -2.041 -0.121 -0.461
C5 -0.732 -0.602 -0.684
N1 0.381 0.127 -0.428
C6 0.355 1.431 -0.085
C7 -0.133 2.395 -0.992
C8 -0.187 3.757 -0.681
C9 0.254 4.211 0.559
C10 0.250 5.673 0.883
C11 0.786 3.283 1.464
C12 0.872 1.906 1.147
N2 1.486 1.044 2.120
C13 1.427 1.221 3.502
C14 2.170 0.222 4.081
C15 2.703 -0.484 2.996
N3 2.367 0.043 1.824
C16 -0.629 -1.910 -1.242
C17 -1.797 -2.604 -1.647
N4 0.626 -2.594 -1.455
C18 0.890 -3.458 -2.520
C19 2.132 -4.007 -2.322
C20 2.553 -3.473 -1.099
N5 1.646 -2.679 -0.542
H1 -5.120 -2.152 -2.120
H2 -4.611 -3.487 -1.058
H3 -4.099 -3.435 -2.764
H4 -4.159 -0.382 -0.654
H5 -2.180 0.848 0.015
H6 -0.484 2.060 -1.967
H7 -0.571 4.446 -1.425
H8 -0.520 6.201 0.311
H9 1.225 6.111 0.645
H10 0.036 5.835 1.944
H11 1.197 3.653 2.399
H12 0.800 1.989 3.927
H13 2.293 0.024 5.134
H14 3.340 -1.357 2.999
H15 -1.719 -3.605 -2.062
H16 0.189 -3.542 -3.336
H17 2.660 -4.685 -2.974
H18 3.482 -3.636 -0.571
H19 1.295 -1.756 1.346

Record 3
The following is a quantum chemistry calculation of a structure of composition C39H47HgN5O2SbSi in a non-equilibrium geometry, from the OMol25 dataset.

Energy (eV): -71340.070
Spin multiplicity: 2
LUMO level (spin up / spin down) (eV): 0.40 / -1.29
Gap between HOMO and LUMO (spin up / spin down) (eV): 6.87 / 5.03

Geometry (Å):
Hg1 -0.160 -0.216 0.362
C1 -3.336 2.191 1.296
C2 -3.436 1.738 -0.123
C3 -4.369 2.299 -0.993
C4 -4.430 1.840 -2.296
C5 -3.548 0.850 -2.696
C6 -2.646 0.351 -1.769
N1 -2.602 0.791 -0.534
Sb1 -1.459 -1.362 -2.578
C7 -3.005 -2.581 -1.675
C8 -3.660 -3.636 -2.284
C9 -4.720 -4.214 -1.605
C10 -5.066 -3.731 -0.356
C11 -4.324 -2.687 0.194
C12 -4.657 -2.122 1.540
N2 -3.321 -2.135 -0.473
C13 0.103 -2.781 -1.818
C14 0.370 -3.796 -2.726
C15 1.472 -4.605 -2.515
C16 2.253 -4.390 -1.394
C17 1.879 -3.395 -0.497
C18 2.644 -3.175 0.769
N3 0.834 -2.615 -0.740
H1 -4.318 2.229 1.763
H2 -2.906 3.191 1.328
H3 -2.689 1.520 1.855
H4 -5.024 3.088 -0.657
H5 -5.160 2.236 -2.988
H6 -3.552 0.465 -3.706
H7 -3.358 -3.981 -3.263
H8 -5.284 -5.021 -2.048
H9 -5.900 -4.154 0.185
H10 -5.670 -1.721 1.541
H11 -3.960 -1.325 1.783
H12 -4.608 -2.903 2.298
H13 -0.276 -3.940 -3.581
H14 1.726 -5.387 -3.218
H15 3.146 -4.972 -1.221
H16 3.706 -3.057 0.559
H17 2.530 -4.036 1.429
H18 2.271 -2.289 1.280
C19 1.164 -1.519 4.867
Si1 -0.424 -0.857 3.995
C20 -1.766 -0.435 5.301
C21 -1.087 -2.293 2.944
N4 -0.261 0.508 2.959
C22 0.264 1.698 3.254
C23 0.824 1.963 4.525
C24 1.214 3.218 4.918
C25 1.097 4.294 4.049
C26 0.655 4.062 2.759
C27 0.261 2.800 2.346
O1 -0.146 2.618 1.039
C28 0.595 3.153 0.024
C29 -0.051 3.324 -1.202
C30 0.652 3.770 -2.304
C31 1.995 4.092 -2.200
C32 2.630 3.950 -0.978
C33 1.946 3.474 0.125
H19 1.161 -2.604 4.917
H20 1.272 -1.146 5.882
H21 2.051 -1.223 4.313
H22 -1.987 -1.280 5.945
H23 -2.684 -0.146 4.800
H24 -1.461 0.395 5.930
H25 -1.559 -3.049 3.563
H26 -0.291 -2.778 2.386
H27 -1.823 -1.935 2.232
H28 0.918 1.126 5.196
H29 1.617 3.352 5.911
H30 1.367 5.290 4.364
H31 0.603 4.877 2.047
H32 -1.101 3.089 -1.279
H33 0.146 3.874 -3.254
H34 2.544 4.443 -3.063
H35 3.675 4.210 -0.881
H36 2.460 3.337 1.064
O2 2.181 0.598 -0.983
C34 2.794 -0.080 -1.775
C35 4.239 -0.479 -1.576
C36 5.038 0.243 -2.689
C37 4.369 1.525 -3.223
C38 3.334 1.319 -4.343
C39 2.000 0.737 -3.855
N5 2.278 -0.419 -3.018
H37 4.364 -1.561 -1.646
H38 4.551 -0.149 -0.583
H39 5.210 -0.434 -3.529
H40 6.014 0.510 -2.282
H41 5.159 2.161 -3.628
H42 3.907 2.069 -2.399
H43 3.757 0.653 -5.102
H44 3.145 2.281 -4.822
H45 1.379 0.430 -4.699
H46 1.451 1.462 -3.252
H47 2.867 -1.078 -3.517

Record 4
The following is a quantum chemistry calculation of a cluster of 6 separate species, C17H32ClF3N4O24PS5 in total in a non-equilibrium geometry, from the OMol25 dataset.

Energy (eV): -157376.893
Spin multiplicity: 1
Total charge: +1
LUMO level (eV): -4.68
Gap between HOMO and LUMO (eV): 7.75

Geometry (Å):
C1 -2.867 -2.595 1.657
C2 -2.547 -1.171 2.117
P1 -2.653 0.003 0.687
N1 -2.300 1.478 1.018
O1 -4.110 -0.169 0.077
O2 -1.683 -0.664 -0.365
C3 -1.054 -1.028 2.649
C4 -0.060 -2.167 2.388
C5 1.302 -1.855 2.990
O3 2.189 -1.338 2.378
Cl1 1.550 -2.331 4.652
N2 -1.166 -0.632 4.076
O4 -1.432 -1.675 5.007
C6 -2.457 -0.013 4.104
N3 -2.661 1.103 4.767
N4 -3.289 -0.738 3.340
C7 -4.708 -0.415 3.326
F1 -5.379 -1.427 2.875
F2 -4.979 0.662 2.644
F3 -5.058 -0.198 4.587
H1 -3.892 -2.656 1.292
H2 -2.740 -3.314 2.469
H3 -2.209 -2.844 0.826
H4 -2.092 1.687 1.984
H5 -4.373 0.660 -0.360
H6 -2.056 -0.550 -1.254
H7 -0.588 -0.140 2.209
H8 -0.422 -3.076 2.876
H9 0.046 -2.340 1.319
H10 -1.725 -2.466 4.525
H11 -3.498 1.277 5.305
H12 -1.959 1.828 4.713
C8 -0.455 2.083 -4.212
C9 0.158 0.812 -3.660
O5 -0.914 0.231 -2.891
S1 -2.307 0.562 -3.603
O6 -2.717 -0.545 -4.384
O7 -3.145 1.072 -2.564
O8 -1.809 1.721 -4.545
H13 -0.484 2.873 -3.460
H14 0.050 2.445 -5.103
H15 1.015 0.991 -3.019
H16 0.432 0.117 -4.456
C10 5.114 -2.814 1.901
C11 6.026 -1.745 1.336
O9 7.232 -2.451 1.016
S2 6.900 -3.940 0.555
O10 6.827 -3.994 -0.863
O11 7.705 -4.833 1.298
O12 5.391 -3.979 1.101
H17 5.363 -3.045 2.938
H18 4.060 -2.553 1.827
H19 6.235 -0.943 2.038
H20 5.625 -1.319 0.412
C12 3.529 -2.300 -2.200
C13 3.109 -3.336 -1.182
O13 2.004 -2.720 -0.489
S3 1.194 -1.790 -1.491
O14 0.057 -2.498 -1.956
O15 1.083 -0.504 -0.891
O16 2.278 -1.731 -2.654
H21 4.119 -1.499 -1.751
H22 4.076 -2.726 -3.035
H23 3.888 -3.578 -0.472
H24 2.760 -4.248 -1.668
C14 3.855 1.418 1.646
C15 3.349 2.844 1.689
O17 4.174 3.472 2.678
S4 5.645 2.846 2.649
O18 6.499 3.662 1.868
O19 5.987 2.453 3.966
O20 5.276 1.543 1.786
H25 3.478 0.827 2.481
H26 3.616 0.916 0.711
H27 2.304 2.915 1.980
H28 3.495 3.355 0.735
C16 -5.464 5.382 -5.086
C17 -6.681 4.693 -5.669
O21 -6.229 3.355 -5.923
S5 -5.163 2.919 -4.821
O22 -5.806 2.168 -3.803
O23 -4.011 2.423 -5.486
O24 -4.860 4.381 -4.251
H29 -4.750 5.662 -5.862
H30 -5.715 6.254 -4.489
H31 -7.024 5.147 -6.594
H32 -7.504 4.653 -4.953

Record 5
The following is a quantum chemistry calculation of a structure of composition C2H3N3 in a non-equilibrium geometry, from the OMol25 dataset.

Energy (eV): -6589.429
Spin multiplicity: 1
LUMO level (eV): 0.58
Gap between HOMO and LUMO (eV): 10.21

Geometry (Å):
N1 -0.775 0.897 -0.877
N2 -0.762 0.821 0.424
C1 -0.115 -0.124 0.965
C2 0.664 -0.932 -0.196
N3 0.488 -0.464 -1.352
H1 -0.505 1.867 -1.125
H2 -0.285 -0.269 2.051
H3 1.289 -1.797 0.110

Record 6
The following is a quantum chemistry calculation of a structure of composition C2H3Cl2PS in a non-equilibrium geometry, from the OMol25 dataset.

Energy (eV): -47290.735
Spin multiplicity: 1
LUMO level (eV): -0.98
Gap between HOMO and LUMO (eV): 8.11

Geometry (Å):
C1 -0.188 0.637 1.427
C2 -1.250 0.204 0.825
P1 1.317 -1.248 -1.497
S1 0.809 -1.683 -3.361
Cl1 2.076 0.665 -1.409
Cl2 -1.052 -0.953 -0.432
H1 -0.284 1.422 2.154
H2 0.739 0.357 1.029
H3 -2.167 0.597 1.265

Record 7
The following is a quantum chemistry calculation of a structure of composition C26H33GeN6NiS3, from the OMol25 dataset.

Energy (eV): -166500.125
Spin multiplicity: 3
Total charge: +1
LUMO level (spin up / spin down) (eV): -2.82 / -2.88
Gap between HOMO and LUMO (spin up / spin down) (eV): 6.06 / 7.20

Geometry (Å):
Ni1 0.258 -0.144 -0.105
C1 1.459 4.003 -1.094
C2 0.904 4.705 -0.038
C3 0.136 4.023 0.890
C4 -0.055 2.658 0.736
N1 0.471 1.987 -0.294
C5 1.213 2.641 -1.181
C6 -0.820 1.828 1.711
C7 -1.415 2.302 2.872
C8 -2.039 1.393 3.712
C9 -2.050 0.046 3.387
C10 -1.448 -0.351 2.202
N2 -0.866 0.538 1.406
C11 -1.339 -1.758 1.728
C12 -2.006 -2.811 2.329
C13 -1.807 -4.095 1.849
C14 -0.937 -4.287 0.791
C15 -0.319 -3.178 0.236
N3 -0.523 -1.943 0.679
H1 2.081 4.493 -1.832
H2 1.077 5.768 0.070
H3 -0.303 4.547 1.729
H4 1.620 2.042 -1.988
H5 -1.380 3.351 3.130
H6 -2.503 1.733 4.629
H7 -2.506 -0.675 4.051
H8 -2.674 -2.634 3.161
H9 -2.322 -4.934 2.299
H10 -0.738 -5.273 0.392
H11 0.371 -3.274 -0.592
C16 1.786 -2.434 3.194
Ge1 2.860 -1.678 1.733
C17 4.572 -1.075 2.492
C18 3.271 -3.101 0.443
C19 2.017 -0.106 0.964
H12 2.402 -3.115 3.786
H13 0.927 -2.997 2.820
H14 1.424 -1.643 3.857
H15 5.107 -1.890 2.989
H16 4.399 -0.280 3.220
H17 5.207 -0.681 1.696
H18 4.111 -3.690 0.820
H19 3.552 -2.681 -0.525
H20 2.429 -3.778 0.300
H21 2.732 0.333 0.254
H22 1.891 0.618 1.779
S1 1.331 -0.860 -2.169
C20 0.226 -1.382 -3.316
N4 0.288 -1.041 -4.597
C21 -0.851 -1.369 -5.448
C22 -1.502 -2.583 -4.801
S2 -1.131 -2.428 -3.024
H23 0.991 -0.379 -4.886
H24 -0.516 -1.587 -6.459
H25 -1.543 -0.525 -5.479
H26 -1.077 -3.518 -5.159
H27 -2.579 -2.596 -4.940
C23 -4.253 1.410 0.524
N5 -3.513 2.360 -0.291
C24 -3.631 3.744 -0.247
C25 -2.777 4.246 -1.156
N6 -2.154 3.157 -1.743
C26 -2.603 1.989 -1.224
S3 -2.149 0.420 -1.643
H28 -4.874 1.962 1.224
H29 -3.560 0.770 1.067
H30 -4.877 0.781 -0.107
H31 -4.310 4.244 0.424
H32 -2.566 5.263 -1.435
H33 -1.448 3.187 -2.458

Record 8
The following is a quantum chemistry calculation of a cluster of 2 separate species, C4H13N2O2 in total in a non-equilibrium geometry, from the OMol25 dataset.

Energy (eV): -11429.359
Spin multiplicity: 2
LUMO level (spin up / spin down) (eV): 0.36 / 0.29
Gap between HOMO and LUMO (spin up / spin down) (eV): 3.57 / 10.04

Geometry (Å):
N1 -1.218 0.380 2.220
C1 -0.203 0.488 0.927
C2 0.996 -0.385 1.270
C3 -0.951 0.109 -0.364
N2 -0.520 0.618 -1.579
C4 0.904 1.153 -1.517
O1 -1.772 -0.785 -0.279
H1 -0.767 1.097 2.777
H2 -2.118 0.465 2.000
H3 -1.137 -0.625 2.527
H4 0.092 1.539 0.981
H5 0.830 -1.491 1.327
H6 1.626 -0.344 0.407
H7 1.614 -0.056 2.156
H8 -0.861 0.123 -2.403
H9 0.869 2.150 -1.012
H10 1.330 1.237 -2.548
H11 1.602 0.402 -1.067
H12 -0.549 -2.312 -1.288
H13 0.377 -2.098 -2.616
O2 -0.143 -1.665 -1.921

- Among the records above, which one has the lowest energy?
  C26H33GeN6NiS3

- Among the records above, which one has the lowest energy?
  C26H33GeN6NiS3

- Which formula does entry 1 have?
  C2H2GdO3